{"formula": "C31H29BrIrN3O2", "method": "wB97M-V/def2-TZVPD", "elements": ["Ir", "O", "C", "C", "C", "C", "C", "C", "C", "N", "C", "C", "N", "C", "C", "C", "C", "C", "C", "C", "O", "H", "H", "H", "H", "H", "H", "H", "H", "H", "H", "H", "H", "H", "H", "Br", "C", "C", "C", "C", "C", "C", "C", "C", "C", "C", "H", "H", "H", "H", "H", "H", "C", "C", "C", "C", "C", "N", "H", "H", "H", "H", "H", "H", "H", "H", "H"], "positions_angstrom": [[0.936761, -0.123287, 1.007123], [1.466817, -1.520818, -0.813296], [1.754905, -2.868072, -0.785273], [1.739807, -3.611069, -1.957804], [1.918647, -4.982256, -1.921007], [2.091654, -5.635684, -0.708154], [2.139596, -4.891868, 0.448864], [2.005634, -3.495020, 0.445561], [2.228979, -2.842852, 1.711803], [2.243965, -1.594496, 1.986211], [2.660771, -1.236507, 3.343445], [2.101876, 0.129254, 3.718939], [0.794662, 0.283229, 3.109922], [-0.215548, 0.711591, 3.779195], [-1.548978, 0.844062, 3.306633], [-2.489701, 1.480807, 4.139914], [-3.807859, 1.580564, 3.784949], [-4.222808, 1.029938, 2.562672], [-3.331997, 0.408124, 1.726427], [-1.960820, 0.276556, 2.066035], [-1.188367, -0.387863, 1.273240], [1.593764, -3.094053, -2.893677], [1.908134, -5.543651, -2.845178], [2.202966, -6.709739, -0.667129], [2.295016, -5.388000, 1.399040], [2.484672, -3.541131, 2.512045], [3.751603, -1.197894, 3.378524], [2.331587, -1.997765, 4.055686], [2.762996, 0.910340, 3.341115], [2.052454, 0.222285, 4.805192], [-0.064337, 0.983770, 4.824714], [-2.149721, 1.898703, 5.081298], [-4.517829, 2.058917, 4.444645], [-5.266975, 1.090085, 2.282027], [-3.648978, -0.022527, 0.785732], [2.301519, 2.653921, 1.330048], [0.471586, 3.138421, 1.051441], [-0.058504, 4.208689, 1.708046], [-1.397214, 4.568384, 1.459679], [-2.145159, 3.869651, 0.554162], [-1.600172, 2.764035, -0.135173], [-2.351675, 1.982747, -1.039480], [-1.787094, 0.930324, -1.702814], [-0.430248, 0.583376, -1.510946], [0.270743, 1.203644, -0.495328], [-0.265151, 2.362030, 0.134248], [0.540873, 4.779373, 2.404185], [-1.822524, 5.410253, 1.988777], [-3.170874, 4.155273, 0.355619], [-3.390158, 2.234577, -1.217051], [-2.396682, 0.328746, -2.363936], [-0.513784, -1.281888, -2.496235], [-1.027992, 0.152137, -4.607928], [0.340812, 0.132414, -3.918537], [0.912188, 1.552475, -3.907758], [1.268859, -0.773156, -4.741406], [0.196505, -0.429398, -2.458824], [1.461622, -0.979826, -2.095113], [-0.889465, 0.367776, -5.667488], [-1.671234, 0.929021, -4.197654], [-1.536594, -0.811747, -4.527584], [0.939217, 1.927250, -4.931696], [1.926977, 1.575532, -3.506141], [0.289138, 2.228760, -3.321097], [1.311007, -0.403637, -5.766021], [0.892830, -1.799663, -4.771537], [2.277270, -0.783136, -4.335911]], "forces_ev_per_a": [[-0.400, -1.418, 1.246], [-1.006, 1.036, 0.687], [0.083, -0.524, 0.080], [-0.014, 0.396, -0.043], [0.040, -0.084, 0.195], [0.010, -0.076, -0.091], [0.027, 0.098, 0.087], [-0.253, 0.045, -0.309], [0.235, -0.012, 0.096], [-0.423, 0.184, 0.051], [0.191, 0.037, 0.350], [0.294, -0.067, 0.041], [0.551, 0.443, -2.143], [-0.639, 0.058, -0.052], [0.177, -0.051, -0.314], [-0.227, 0.098, 0.119], [0.142, 0.069, 0.194], [0.109, -0.093, -0.036], [0.051, -0.192, -0.095], [-0.157, 0.575, 0.419], [1.355, -0.348, -1.029], [-0.047, -0.085, -0.038], [-0.019, 0.019, -0.015], [-0.005, 0.005, -0.023], [0.050, 0.013, -0.003], [0.090, 0.039, 0.024], [-0.020, -0.027, 0.005], [-0.057, -0.024, -0.070], [-0.090, 0.001, 0.025], [-0.082, 0.035, -0.010], [0.182, -0.129, -0.015], [-0.003, -0.031, 0.003], [0.000, 0.028, -0.037], [0.014, 0.002, -0.045], [-0.004, 0.000, 0.015], [0.031, 0.220, -0.105], [0.024, -0.093, 0.210], [0.234, -0.067, -0.001], [-0.179, -0.032, -0.068], [-0.034, 0.147, 0.090], [0.347, 0.055, -0.059], [-0.096, -0.123, -0.161], [0.031, 0.439, -0.236], [0.266, 0.151, 0.135], [-0.795, -0.707, 1.604], [-0.367, 0.105, -0.373], [0.017, 0.013, -0.028], [-0.002, 0.005, -0.010], [0.004, 0.004, -0.010], [-0.030, -0.047, 0.111], [0.027, 0.070, -0.031], [0.222, -0.085, -0.104], [0.032, 0.073, 0.072], [0.099, 0.055, -0.108], [-0.035, -0.072, 0.013], [-0.076, -0.006, 0.122], [-0.864, -0.177, 0.406], [0.879, 0.084, -0.519], [0.011, 0.008, -0.006], [-0.012, -0.031, -0.105], [-0.013, 0.000, -0.006], [0.070, 0.015, -0.002], [-0.004, 0.002, 0.038], [0.040, 0.021, -0.031], [-0.023, -0.009, -0.004], [-0.001, -0.016, -0.031], [0.045, -0.023, -0.072]], "nbo_charge": [1.146, -0.422, 0.423, -0.282, -0.127, -0.228, -0.109, -0.235, 0.243, -0.522, -0.244, -0.250, -0.461, 0.227, -0.271, -0.119, -0.266, -0.151, -0.240, 0.408, -0.678, 0.253, 0.237, 0.238, 0.224, 0.189, 0.226, 0.204, 0.225, 0.221, 0.202, 0.213, 0.228, 0.224, 0.222, 0.077, -0.065, -0.239, -0.199, -0.162, -0.080, -0.195, -0.154, -0.061, -0.178, -0.041, 0.236, 0.230, 0.223, 0.224, 0.217, 0.239, -0.613, -0.023, -0.619, -0.610, -0.182, 0.067, 0.226, 0.218, 0.206, 0.223, 0.218, 0.217, 0.224, 0.200, 0.227], "e_tot_ha": -4191.38136, "homo_ev": [-10.2, -10.2], "total_charge": 1, "mol_weight_g_mol": 747.71, "e_above_lowest_kcal_mol": 139.5, "max_force_ha_per_bohr": 0.044, "gap_ev": [6.08, 6.03], "multiplicity": 2}